The following is a DFT calculation (wB97M-V/def2-TZVPD) of 9 unconnected molecules or ions with the total composition C39H102N6O12 in a non-equilibrium geometry.

Structure (XYZ):
```
159
Properties=species:S:1:pos:R:3:forces:R:3:mulliken_charge:R:1
C -19.65717 7.76106 -5.76532 0.060 0.062 0.818 -0.72
O -19.07887 6.74104 -6.55089 1.014 -0.103 -0.274 -0.44
C -17.69243 6.44798 -6.23310 -0.514 0.603 1.165 0.14
C -17.11034 5.32540 -7.02552 0.734 -0.842 -1.215 0.74
C -15.73003 4.86214 -6.52851 -0.025 -0.213 0.971 -1.30
N -16.93103 5.71517 -8.40995 -0.288 1.249 -0.966 -0.77
H -20.62537 8.04285 -6.17917 0.105 -0.209 -0.061 0.39
H -19.08243 8.66702 -5.57289 0.613 0.251 -1.026 0.49
H -19.77039 7.47211 -4.72043 -0.485 -0.758 0.224 0.01
H -17.08392 7.34957 -6.30355 0.046 0.233 -0.457 0.67
H -17.59806 6.15214 -5.18827 -0.343 -0.044 0.279 -0.67
H -17.80725 4.48752 -7.04475 -0.077 -0.219 0.697 0.22
H -15.73786 4.50624 -5.49828 -0.428 -0.266 0.148 0.08
H -14.94114 5.61241 -6.47516 -0.317 0.476 -0.564 0.34
H -15.34332 4.04045 -7.13133 -0.156 0.044 -0.170 0.34
H -16.82648 4.96983 -9.08348 0.233 -0.446 0.374 0.26
H -17.77714 6.18020 -8.70650 -0.140 0.318 -0.126 0.29
C -20.22730 10.30910 -2.98586 -0.287 1.074 -1.152 -0.22
O -21.56629 10.09797 -2.65649 -0.885 -0.521 1.209 0.03
C -22.39870 11.25895 -2.60760 -0.507 -1.637 0.080 -0.96
C -23.79122 10.84566 -2.07816 -1.324 0.201 -0.024 1.20
C -24.60264 9.90095 -3.03085 0.783 0.581 0.601 -1.23
N -24.68109 12.02634 -1.82460 0.844 -0.245 -0.593 -0.79
H -20.25149 10.44172 -4.06749 0.795 -0.262 -0.441 0.35
H -19.56210 9.50160 -2.68002 -0.366 -0.079 0.039 -0.47
H -19.85028 11.26298 -2.61697 0.120 0.044 0.488 0.42
H -21.96454 11.96759 -1.90231 0.076 0.460 -0.280 0.31
H -22.55070 11.60624 -3.62955 0.284 0.705 -0.101 0.29
H -23.67529 10.36027 -1.10911 0.172 -0.149 -0.029 -0.36
H -23.92196 9.12539 -3.38195 -0.184 -0.035 -0.310 0.09
H -25.04806 10.47783 -3.84135 0.438 0.064 -0.356 0.54
H -25.47565 9.44094 -2.56786 0.280 0.053 0.469 0.34
H -24.17052 12.77592 -1.38013 0.302 -0.049 0.780 0.27
H -24.81534 12.46082 -2.72644 -0.543 -0.073 -0.530 0.31
C -21.21291 8.74209 0.32689 -0.521 0.049 -0.398 0.96
O -21.46312 7.34256 0.37414 -0.417 0.652 0.357 -0.24
C -20.36655 6.56296 0.09161 1.458 -0.927 -1.603 -1.49
C -19.91849 6.52341 -1.41416 0.085 -0.753 -0.203 4.31
C -20.90964 5.75691 -2.27980 -0.484 0.658 0.414 -1.12
N -18.60513 5.87376 -1.51425 0.292 1.191 0.400 -0.16
H -20.28271 8.98569 -0.18643 0.061 -0.085 -0.108 -0.40
H -21.18387 9.22086 1.30568 -0.014 -0.317 0.284 0.38
H -22.04459 9.15994 -0.24039 0.180 0.244 0.003 -0.90
H -19.46485 6.80410 0.65454 0.029 0.332 0.359 0.23
H -20.61112 5.52511 0.31777 -0.187 -0.093 0.277 0.25
H -19.80517 7.51429 -1.85394 -0.077 0.357 0.321 -1.81
H -20.63312 5.70658 -3.33294 0.198 0.049 0.061 -0.44
H -21.85619 6.29478 -2.22668 -0.395 -0.370 -0.036 0.26
H -20.98688 4.74461 -1.88310 -0.300 -0.121 -0.093 0.32
H -18.64514 4.90606 -1.22780 -0.185 -0.196 0.710 0.47
H -18.39961 5.75049 -2.49541 -0.120 0.357 -0.134 -0.24
C -19.06692 3.80147 -4.65275 0.337 0.105 -0.466 -1.05
O -18.21600 4.42093 -3.70733 0.530 -0.381 0.324 0.28
C -17.24248 3.55722 -3.09214 -0.312 -0.021 0.287 -0.98
C -17.80414 2.53266 -2.07441 -0.745 0.827 -0.321 -0.89
N -17.89539 3.11696 -0.69628 0.135 -1.086 -0.587 -0.26
C -18.17040 2.23746 0.48880 0.290 0.257 -0.031 -0.98
C -19.53815 1.53439 0.52907 1.196 -0.413 0.325 -0.24
O -19.60648 0.74476 1.73949 -1.535 0.365 -0.700 -0.38
C -20.93914 0.12653 1.83037 1.423 0.289 0.276 -0.72
H -18.44150 3.38020 -5.43982 -0.096 -0.677 0.062 0.31
H -19.65849 4.54820 -5.18242 0.106 0.343 0.413 -0.14
H -19.76823 3.09344 -4.21122 0.160 -0.217 0.028 0.50
H -16.50699 4.13900 -2.53655 -0.190 0.688 -0.157 0.14
H -16.65667 3.09216 -3.88501 -0.187 -0.469 -0.106 0.76
H -17.17248 1.65651 -2.22091 -0.148 -0.451 0.561 0.33
H -18.82143 2.36876 -2.42988 -0.020 -0.697 0.178 0.34
H -16.97670 3.51916 -0.57651 0.053 0.295 0.610 0.20
H -18.04485 2.85214 1.38015 -0.373 0.393 -0.081 0.39
H -17.39429 1.49105 0.65797 0.070 -0.482 -0.445 0.31
H -19.53950 0.81611 -0.29079 -0.445 0.095 -0.400 0.29
H -20.36138 2.24462 0.45196 -0.101 0.037 -0.001 0.36
H -20.80181 -0.76749 2.43862 -0.074 -0.055 -0.213 0.27
H -21.31593 -0.10982 0.83525 0.052 -0.200 -0.005 0.32
H -21.66873 0.75662 2.33908 0.140 0.351 -0.041 0.26
C -24.75162 6.47819 0.64704 0.123 0.386 1.004 -0.59
O -25.75643 6.53076 -0.32754 1.012 -0.042 -1.726 -0.47
C -25.06387 6.64729 -1.61553 -1.547 0.476 -0.336 0.36
C -26.13796 6.76724 -2.73354 1.183 -0.402 0.864 -1.21
N -26.65831 5.45884 -3.07601 0.348 0.020 0.390 -0.16
C -27.88839 5.61367 -3.78731 -0.444 -1.829 -1.994 -0.78
C -28.30923 4.24228 -4.48971 0.402 1.899 1.246 -0.42
O -29.44861 4.59137 -5.23878 -1.202 -2.370 -0.194 -0.30
C -30.20487 3.43340 -5.78128 -0.046 1.707 0.218 -0.77
H -25.21373 6.34636 1.62539 -0.090 -0.131 -0.069 0.38
H -24.18616 7.40932 0.68368 0.061 0.240 -0.057 0.16
H -24.00348 5.70109 0.49053 -0.106 -0.340 -0.187 0.27
H -24.39344 5.79687 -1.73960 -0.066 -0.166 -0.192 0.38
H -24.47065 7.55945 -1.68004 0.178 0.097 0.529 -0.27
H -25.75145 7.20158 -3.65553 0.305 0.203 0.138 0.39
H -26.91041 7.42945 -2.34249 -0.234 0.216 0.049 0.65
H -26.88878 5.04133 -2.18570 0.092 -0.480 0.190 0.25
H -27.75998 6.24281 -4.66811 0.152 0.565 0.265 0.33
H -28.65570 6.03353 -3.13688 -0.472 -0.144 -0.240 0.37
H -28.40980 3.51261 -3.68623 -0.806 -0.386 -0.040 0.36
H -27.50284 3.86340 -5.11764 0.237 0.212 -0.213 0.24
H -30.48534 2.64948 -5.07779 0.787 -0.009 0.431 0.32
H -29.72656 3.03523 -6.67615 0.175 -0.091 0.147 0.28
H -31.18016 3.83807 -6.05176 0.166 0.250 -0.314 0.27
C -15.08608 8.81490 4.92083 0.238 0.618 -0.803 -0.87
O -15.38787 8.67232 3.54979 0.584 0.105 -0.963 -0.31
C -14.32293 9.04346 2.66401 -0.261 -1.391 -1.509 -0.94
C -14.80809 9.51519 1.26034 -0.667 0.854 1.951 0.02
N -15.02493 10.97776 1.35487 -0.747 -0.575 -0.672 -0.23
C -15.47099 11.55059 0.06050 0.322 -0.178 1.127 -1.25
C -16.95051 11.38738 -0.31656 -0.001 0.227 0.101 0.35
O -17.78027 12.26096 0.46173 0.843 0.050 -0.054 -0.44
C -19.09597 12.47246 0.01259 0.134 -0.343 0.696 -0.40
H -14.95849 9.89188 5.03007 -0.192 0.075 0.959 0.35
H -14.13467 8.33503 5.15026 -0.065 -0.324 0.258 0.36
H -15.94395 8.38806 5.44042 0.336 0.249 0.329 0.20
H -13.81277 8.08858 2.53741 0.644 0.087 -0.199 0.36
H -13.60071 9.78992 2.99462 -0.261 0.101 0.812 0.35
H -15.76450 9.04473 1.03219 0.061 -0.102 -0.107 -0.16
H -14.08989 9.20960 0.49948 0.263 0.005 -0.189 0.53
H -14.17215 11.41883 1.66843 0.038 0.165 -0.153 0.26
H -14.80253 11.09843 -0.67217 -0.369 -0.037 -0.855 0.39
H -15.26327 12.62058 0.05131 -0.011 0.063 0.148 0.46
H -17.30456 10.35682 -0.29025 0.009 -0.227 0.436 0.00
H -16.97523 11.64031 -1.37652 -0.267 0.407 -0.339 0.32
H -19.13940 13.05558 -0.90730 -0.029 -0.298 -0.399 0.37
H -19.64255 13.04063 0.76527 0.369 0.247 0.195 0.41
H -19.63405 11.52461 0.00038 -0.154 -0.249 -0.704 -0.16
C -24.21868 6.03297 -6.10555 -0.082 0.184 -0.711 -1.26
C -23.93358 4.60478 -5.73405 0.618 -0.027 0.787 0.83
C -22.50123 4.22389 -6.00057 0.948 0.427 -0.649 -1.10
O -24.10124 4.38671 -4.35492 0.296 -0.354 0.653 -0.58
H -23.85109 6.15384 -7.12455 -0.224 0.339 -0.182 0.46
H -23.69585 6.75792 -5.48169 0.134 -0.198 0.202 0.16
H -25.28335 6.26524 -6.08025 -0.075 -0.007 -0.011 0.29
H -24.56011 3.90053 -6.28140 -0.311 0.100 -0.328 0.24
H -22.17483 4.50255 -7.00253 -0.462 -0.673 -0.584 0.48
H -22.33260 3.17046 -5.77711 0.112 0.066 -0.150 0.41
H -21.75645 4.83107 -5.48603 -0.420 0.033 0.956 -0.20
H -24.96913 4.66409 -4.05257 -0.700 0.171 0.158 0.29
C -15.21792 6.89246 -2.97349 0.261 0.781 0.742 -0.84
C -15.83751 8.20969 -2.43183 -0.265 -0.455 -0.949 0.08
C -16.75950 8.79559 -3.52356 0.218 0.113 1.292 -0.25
O -16.52830 8.00838 -1.21945 0.396 0.680 -0.065 -0.35
H -14.67997 7.16792 -3.88059 0.140 -0.461 -0.086 0.48
H -15.94079 6.09675 -3.15350 -0.442 0.432 -0.367 -0.33
H -14.55822 6.43605 -2.23553 0.382 0.285 -0.007 0.39
H -15.10653 8.99429 -2.23644 0.517 -0.373 0.157 0.53
H -17.15535 9.72652 -3.11764 -0.318 0.036 -0.065 -0.07
H -17.55820 8.06223 -3.63472 -0.179 0.183 -0.603 -0.42
H -16.22174 9.06356 -4.43302 -0.126 -0.437 -0.142 0.58
H -17.30026 7.47300 -1.41705 -0.519 -0.871 0.294 0.12
C -18.40325 7.81596 3.43215 -1.644 1.369 0.343 -1.75
C -18.70715 9.33199 3.26010 0.331 -0.568 0.454 2.16
C -19.80440 9.91915 4.18680 0.038 -0.670 -0.241 -1.70
O -17.51935 10.02100 3.44962 -0.522 1.592 0.092 -0.56
H -17.98515 7.67731 4.42918 -0.078 -0.331 0.000 0.36
H -17.74913 7.40552 2.66289 -0.122 0.141 0.012 0.28
H -19.43013 7.45682 3.36399 0.238 -1.156 0.089 0.60
H -19.08657 9.44189 2.24420 0.033 0.209 -0.420 -0.71
H -20.64424 9.22728 4.25073 -0.116 -0.144 -0.034 0.38
H -20.22097 10.84646 3.79353 0.277 0.104 -0.113 0.34
H -19.47545 10.10887 5.20851 0.322 -0.081 -0.074 0.41
H -16.78107 9.41401 3.35959 0.418 -0.034 -0.216 0.28
```
Forces are in eV/Å.

Values from the calculation:
lowest unoccupied orbital energy	0.60	eV
SMILES string	COC[C@H](C)N.COC[C@H](C)N.COC[C@H](C)N.COCCNCCOC.COCCNCCOC.COCCNCCOC.CC(C)O.CC(C)O.CC(C)O
Kohn-Sham gap	9.08	eV
largest force on an atom	2.74	eV Å⁻¹
E_HOMO	-8.482	eV

The following is a DFT calculation (wB97M-V/def2-TZVPD) of a molecular structure, C2H3LiO2Tb in a non-equilibrium geometry.

Structure (XYZ):
```
9
Properties=species:S:1:pos:R:3:forces:R:3:mulliken_charge:R:1
H 2.20445 0.51518 -1.19976 -2.304 0.021 0.348 0.30
O 2.73822 -1.52518 -0.20900 -2.557 -0.139 1.091 -0.33
C 1.71748 -0.91389 0.09765 4.397 0.566 -0.841 -0.18
C 1.18432 -0.04860 -1.00420 2.509 -0.661 -1.745 0.17
O 0.03499 0.68542 -0.75712 -2.111 1.763 -0.838 -0.91
Tb -1.31105 1.69083 -2.33094 1.033 -0.656 0.630 1.62
Li -0.46747 0.73816 0.97686 0.256 -0.214 0.585 0.86
H 1.69254 -0.48349 1.12615 -0.885 -0.735 0.441 0.15
H 1.13412 -0.66644 -1.92104 -0.338 0.055 0.329 0.32
```
Forces are in eV/Å.

Values from the calculation:
lowest unoccupied orbital energy (alpha / beta)	-8.86 / -9.99	eV
net charge	+2
Kohn-Sham gap (alpha / beta)	7.78 / 6.66	eV
largest force on an atom	4.51	eV Å⁻¹
E_HOMO (alpha / beta)	-16.638 / -16.642	eV
spin multiplicity	8

The following is a DFT calculation (wB97M-V/def2-TZVPD) of a single C4H10BN molecule in a non-equilibrium geometry.

Structure (XYZ):
```
16
Properties=species:S:1:pos:R:3:forces:R:3:mulliken_charge:R:1
C 2.08868 0.10714 0.05870 2.130 0.212 -1.361 -0.99
N 0.67315 0.21048 0.09381 2.681 -2.360 0.367 0.19
B -0.04908 1.30561 0.21478 -4.709 0.988 -0.662 0.03
C -1.63420 0.79213 -0.09158 3.589 -0.563 0.659 -0.77
C -1.47559 -0.72019 0.21394 -0.126 0.160 -0.453 -0.64
C -0.01277 -1.06423 -0.09326 -0.952 0.160 -1.642 -0.48
H 2.57846 -0.35180 0.92681 -0.358 -0.099 -0.130 0.31
H 2.36946 -0.41632 -0.86359 -0.042 -0.836 0.320 0.36
H 2.65776 1.01760 -0.19930 -0.828 0.369 0.829 0.31
H 0.22286 2.41699 0.34474 0.784 0.822 0.189 -0.11
H -2.29387 1.37534 0.48241 -1.424 0.370 0.329 0.37
H -1.69116 0.89110 -1.17254 -0.635 0.369 -0.135 0.24
H -1.69003 -1.07848 1.18716 -0.383 0.406 1.421 0.30
H -2.15998 -1.27777 -0.39957 -0.149 -0.503 -0.504 0.34
H 0.46644 -1.87283 0.49634 -0.430 0.430 -0.336 0.30
H -0.05013 -1.33478 -1.19887 0.851 0.073 1.110 0.25
```
Forces are in eV/Å.

Values from the calculation:
lowest unoccupied orbital energy	0.86	eV
SMILES string	CN1BCCC1
Kohn-Sham gap	10.38	eV
largest force on an atom	4.86	eV Å⁻¹
E_HOMO	-9.520	eV

Calculated total energy for every record listed, in sequence, given in a.u.: -2778.2401 -1059.7839 -238.0088.